{
  "formula": "C60H150F2N11O28S3Sn",
  "method": "wB97M-V/def2-TZVPD",
  "species": ["H", "H", "N", "C", "H", "C", "H", "C", "H", "H", "O", "C", "C", "C", "C", "C", "H", "H", "C", "H", "O", "H", "F", "C", "O", "O", "H", "C", "H", "H", "H", "H", "H", "C", "H", "C", "O", "O", "H", "N", "H", "C", "C", "H", "O", "H", "H", "S", "C", "C", "H", "H", "H", "H", "N", "H", "H", "H", "C", "H", "H", "H", "C", "H", "H", "H", "H", "C", "S", "H", "H", "C", "H", "H", "O", "O", "H", "H", "H", "H", "C", "O", "H", "H", "H", "H", "H", "O", "H", "H", "O", "H", "C", "H", "C", "O", "C", "H", "H", "H", "H", "H", "H", "H", "H", "C", "H", "C", "H", "H", "H", "H", "H", "C", "O", "C", "H", "C", "H", "C", "H", "N", "H", "C", "C", "H", "H", "H", "H", "O", "H", "H", "C", "H", "H", "H", "H", "H", "H", "H", "H", "H", "H", "H", "H", "H", "O", "H", "H", "H", "H", "H", "C", "C", "H", "C", "H", "H", "H", "Sn", "H", "N", "C", "H", "H", "C", "N", "N", "O", "C", "C", "H", "H", "H", "C", "H", "H", "H", "C", "C", "H", "H", "C", "H", "O", "C", "H", "H", "H", "H", "O", "C", "H", "H", "H", "C", "H", "H", "C", "O", "H", "H", "H", "H", "C", "H", "H", "S", "H", "N", "H", "C", "C", "H", "O", "C", "N", "H", "H", "H", "H", "O", "O", "C", "O", "O", "H", "H", "H", "C", "O", "C", "H", "N", "H", "H", "H", "H", "H", "O", "C", "C", "H", "N", "H", "O", "F", "H", "H", "H", "C", "C", "H", "H", "H"],
  "coordinates": [[-8.54, 2.30, -0.83], [-6.12, -3.15, 5.85], [5.38, -0.39, 2.82], [-0.69, -4.41, -5.49], [-4.74, -0.89, -10.08], [5.52, -1.56, 1.86], [-2.79, 1.82, -1.97], [7.19, -0.86, 4.44], [-5.14, -1.87, 4.11], [-2.56, -5.02, 1.30], [-3.85, 0.31, -8.59], [-7.56, 1.86, -0.66], [-0.32, -2.19, 5.03], [-1.70, -6.13, 3.52], [-1.40, -0.28, 4.19], [4.59, 2.76, 2.03], [-2.31, -0.16, -9.84], [1.73, -5.94, -2.93], [3.36, 3.38, 2.82], [-2.78, -6.08, 3.48], [-5.64, 1.38, 0.70], [-3.64, -1.55, 2.36], [-0.69, -1.63, 1.30], [-1.59, 0.51, -7.83], [-0.90, 2.33, -0.42], [-7.29, -1.71, -2.69], [1.01, 7.92, 1.37], [-5.29, -2.50, 3.23], [3.54, 1.36, -0.95], [8.53, 0.89, 6.27], [-1.80, -0.35, -3.85], [-2.90, 0.49, -6.29], [-1.31, -4.00, 1.99], [-4.66, 1.98, 1.53], [3.71, -0.94, -1.75], [-1.39, 1.27, 4.06], [7.96, 0.37, 4.32], [-2.15, -0.23, 0.05], [-1.27, -4.10, -0.43], [-1.95, 0.18, -6.43], [-0.26, 4.52, -1.51], [1.22, -8.31, -2.41], [0.23, -7.20, -7.72], [-1.47, -4.33, -4.73], [5.84, 2.86, 2.72], [-6.73, 3.10, 0.94], [-2.39, 1.61, 3.79], [2.45, -3.90, 3.02], [-7.22, -3.14, -2.73], [5.69, -0.80, 4.21], [5.85, 3.84, -1.96], [4.34, 5.26, 0.20], [2.53, 6.83, 3.83], [-1.65, 1.56, -8.11], [4.89, 5.86, -0.40], [6.92, 1.35, 5.91], [-3.30, -3.18, 3.06], [0.81, -3.97, 0.67], [1.03, 5.81, -0.41], [4.31, 1.62, 6.91], [-4.84, -1.42, 0.16], [3.55, 7.56, -0.42], [3.15, -1.27, -0.87], [7.20, 4.10, 3.56], [1.78, 1.18, -6.48], [-0.12, 6.06, -2.15], [-4.95, -2.98, -0.73], [0.78, 4.26, -3.90], [0.28, 1.46, -0.44], [-6.37, -5.59, 5.87], [2.64, 2.47, -7.17], [1.46, -1.81, -3.94], [-0.65, 7.73, 1.78], [4.73, 3.22, 1.05], [1.52, -4.83, 3.73], [0.86, 3.86, 4.74], [-1.28, 2.01, -5.66], [1.87, 6.47, -0.59], [2.06, 4.08, -2.27], [-0.59, 0.13, -8.01], [-8.58, -1.17, -2.47], [0.90, 1.07, -1.71], [-0.01, -5.88, -2.52], [4.99, -2.45, 2.19], [7.57, -1.62, 3.76], [0.61, -2.54, 5.47], [5.20, 1.69, -0.94], [-1.09, -6.09, 2.25], [1.03, 1.98, -7.81], [4.24, 7.01, 4.03], [3.47, -4.63, 2.38], [-6.82, 2.15, -1.40], [4.30, 1.91, -1.51], [0.11, 3.58, 2.25], [-6.88, 2.04, 0.70], [2.25, -1.64, -5.11], [1.15, 4.74, 5.87], [2.53, 3.43, 2.12], [4.35, 1.73, 1.80], [-2.27, -0.62, 4.75], [4.09, -0.68, 7.39], [-1.44, -7.03, 4.09], [5.63, 7.31, 1.75], [-1.57, -0.68, 3.19], [-7.65, -3.49, -1.80], [3.23, -0.77, 6.73], [4.88, 3.93, -3.30], [1.73, 3.36, -4.79], [2.23, -8.32, -2.83], [6.67, 4.72, 2.04], [4.40, 1.47, -2.50], [-0.49, 1.33, 2.09], [0.88, -7.21, -8.60], [4.65, 7.61, 1.38], [3.83, 3.29, -1.55], [-6.59, -3.62, 4.99], [1.09, -3.75, -5.60], [6.31, 4.21, 2.93], [-6.00, -2.75, 0.57], [3.50, 1.59, 6.19], [5.38, 6.23, -2.41], [0.40, 0.47, 0.68], [-1.61, 3.36, 2.40], [3.36, -0.81, -4.99], [-8.45, -6.86, 4.58], [1.97, 2.46, -4.22], [5.60, 4.91, 3.36], [4.11, -1.43, -4.50], [2.12, -2.22, -3.17], [-0.34, -1.44, -1.09], [-1.67, -6.05, -6.34], [0.38, -8.30, -3.10], [3.40, 7.33, 3.40], [5.16, 7.78, -0.80], [1.98, 4.43, 6.50], [-1.42, -5.26, 4.12], [4.28, 3.37, 5.40], [0.38, 6.42, 2.24], [0.36, 5.08, -4.48], [-7.62, -7.56, 4.70], [0.65, -7.88, -6.98], [3.32, -1.76, 6.28], [-1.16, -5.81, -0.47], [5.33, -2.14, -0.14], [-9.13, -1.40, -3.39], [3.16, -2.36, -0.89], [3.82, -0.75, 0.32], [-1.12, 1.78, 4.99], [-7.00, -0.02, -0.95], [-0.08, 3.63, -3.67], [2.65, 2.03, 6.72], [-0.95, -2.34, 5.91], [-0.67, 3.22, 2.93], [1.25, -4.80, -1.10], [4.95, 2.02, 4.73], [4.69, 5.60, -1.84], [5.16, -1.74, 4.39], [-3.71, 1.64, 1.12], [6.00, 0.38, 2.61], [2.23, -0.28, 2.90], [-9.50, 0.64, -2.19], [-5.67, -3.79, 3.88], [-0.64, -5.79, -6.06], [1.12, -9.25, -1.87], [-1.29, 4.01, 4.95], [-1.77, 0.73, -4.02], [-0.43, 1.76, 3.01], [2.97, 2.57, 3.91], [-3.01, 1.34, -3.93], [0.50, 5.27, -1.74], [-1.23, 0.95, -5.41], [5.32, -0.13, 4.98], [-7.46, 1.68, 1.55], [-1.06, 1.11, -3.28], [-3.53, 1.33, -2.60], [-0.53, -2.82, 4.16], [2.12, -0.96, -0.70], [-9.04, -1.56, -1.57], [-8.47, 0.30, -2.23], [-0.88, -4.95, 0.13], [-6.22, -3.50, -2.94], [5.80, -0.43, -0.02], [1.00, -5.98, -2.12], [-0.94, -3.64, -6.21], [3.16, 0.28, 5.75], [-0.50, 4.09, 4.20], [-4.71, 1.82, 2.61], [-0.67, 5.13, 3.91], [2.64, 3.89, -5.07], [-6.11, -2.04, 2.69], [-0.22, -0.84, 4.69], [-1.49, -4.96, 1.51], [-7.84, -3.50, -3.56], [7.27, -1.24, 5.46], [-0.48, -6.43, -5.19], [-4.99, -2.50, 0.25], [-7.37, -2.97, 4.59], [6.52, -2.01, 1.87], [-2.54, -0.30, -8.78], [1.00, 3.07, -6.04], [-5.81, -0.05, -8.91], [-4.99, -1.40, -8.37], [1.29, 5.81, 5.72], [-7.85, -4.86, 6.24], [-7.14, -4.97, 5.42], [-4.45, 1.91, -2.53], [-2.55, -1.36, -8.54], [-0.74, -0.63, 0.04], [2.06, 2.95, 4.15], [1.49, 4.80, -2.69], [-6.08, -4.32, 3.13], [3.96, 2.42, 4.98], [0.23, -2.61, -4.21], [-0.43, -1.90, -4.72], [1.11, -7.26, -1.47], [-4.86, -0.56, -9.05], [-7.86, 0.51, -0.93], [-4.59, 3.06, 1.38], [-9.13, -6.95, 5.43], [8.24, 2.17, 5.06], [-3.71, 0.30, -2.27], [-4.07, -3.16, 1.14], [3.07, -2.95, 3.94], [0.23, 7.16, 1.46], [-7.88, -5.59, 4.36], [-0.01, 6.57, 0.18], [0.32, 4.71, 6.59], [3.53, 4.41, 3.13], [1.13, -0.82, -3.60], [4.54, 7.23, -0.09], [0.15, -5.90, -7.25], [1.62, 2.16, -6.91], [4.67, 8.69, 1.51], [0.55, -4.82, 0.19], [3.21, 8.40, 3.36], [-0.77, -7.51, -8.03], [-8.98, -7.23, 3.70], [3.69, 5.87, -2.18], [1.26, 4.97, 0.25], [1.73, -3.14, 1.97], [-3.98, -2.58, 2.45], [4.82, 4.11, -2.22], [2.29, -4.81, -0.79], [0.51, -3.93, -4.79], [-7.93, 0.79, -3.04], [3.52, 7.01, 2.03], [1.37, 2.47, 0.25], [1.19, -3.87, -1.67], [2.29, -0.68, 7.28], [-0.30, -2.79, -3.27], [5.16, -1.20, 0.40], [7.89, 1.21, 5.45], [3.25, 0.13, -4.45], [-0.17, 0.71, -5.30], [3.80, -0.50, -5.94]],
  "homo_ev": -4.4,
  "charge": -1,
  "max_force_ha_per_bohr": 0.171,
  "lumo_energy_ha": 0.0499,
  "total_energy_ha": -6693.13380
}

---

{
  "formula": "C60H150N10O20",
  "method": "wB97M-V/def2-TZVPD",
  "species": ["H", "H", "H", "C", "H", "C", "H", "O", "H", "H", "H", "H", "H", "C", "H", "H", "N", "H", "H", "H", "H", "C", "C", "H", "O", "O", "C", "H", "H", "H", "O", "O", "O", "H", "H", "H", "C", "C", "O", "H", "H", "H", "O", "H", "C", "H", "H", "O", "H", "H", "H", "N", "H", "H", "H", "O", "O", "C", "C", "H", "H", "H", "H", "H", "O", "H", "C", "H", "H", "N", "H", "H", "H", "H", "H", "H", "H", "H", "C", "N", "H", "H", "H", "C", "C", "H", "H", "C", "H", "H", "N", "H", "C", "H", "C", "N", "C", "H", "C", "H", "H", "H", "C", "H", "C", "H", "C", "H", "H", "H", "H", "C", "H", "C", "H", "O", "C", "C", "H", "H", "C", "H", "H", "H", "C", "C", "H", "H", "N", "C", "C", "O", "O", "H", "H", "H", "H", "H", "C", "H", "H", "O", "C", "H", "C", "H", "H", "H", "H", "C", "H", "C", "C", "H", "C", "H", "N", "H", "H", "C", "H", "H", "H", "C", "H", "C", "C", "C", "C", "H", "H", "H", "H", "H", "H", "H", "O", "H", "C", "H", "H", "H", "C", "H", "H", "H", "H", "H", "H", "H", "H", "H", "H", "H", "C", "C", "C", "O", "H", "H", "C", "H", "C", "H", "H", "H", "C", "H", "C", "H", "H", "H", "H", "H", "H", "C", "H", "C", "H", "H", "H", "H", "H", "H", "C", "O", "H", "H", "O", "C", "C", "H", "H", "N", "N", "H", "H", "C", "H", "H"],
  "coordinates": [[31.20, 33.42, 21.00], [30.27, 25.83, 11.17], [28.60, 27.15, 13.96], [18.02, 26.29, 15.58], [29.38, 29.27, 20.69], [21.21, 29.47, 13.52], [31.32, 20.08, 12.03], [24.69, 31.86, 10.72], [33.29, 27.37, 20.60], [18.18, 26.94, 13.52], [31.81, 28.04, 20.12], [36.34, 24.80, 15.26], [29.25, 29.75, 18.37], [30.51, 31.22, 24.04], [30.43, 19.24, 14.45], [34.06, 26.64, 11.53], [23.84, 33.65, 13.01], [30.03, 29.22, 24.48], [26.28, 31.61, 9.42], [23.99, 32.11, 16.24], [24.16, 33.03, 19.70], [22.34, 37.11, 14.17], [33.28, 21.18, 19.03], [31.57, 35.39, 12.24], [32.88, 22.44, 18.63], [29.97, 30.21, 16.38], [29.60, 33.50, 11.80], [29.63, 32.02, 22.19], [23.55, 34.63, 19.01], [33.26, 21.65, 12.26], [27.76, 23.37, 15.48], [22.71, 36.20, 13.16], [21.99, 28.37, 13.89], [27.98, 28.61, 21.45], [26.29, 26.86, 14.23], [16.49, 23.29, 15.18], [34.21, 29.69, 18.86], [25.80, 26.64, 10.74], [26.07, 28.84, 19.73], [30.64, 30.76, 18.33], [21.85, 33.10, 12.56], [29.15, 19.26, 13.31], [30.73, 33.79, 11.01], [34.63, 27.60, 16.44], [29.97, 35.40, 20.40], [34.84, 29.47, 18.00], [30.30, 28.20, 14.47], [26.50, 28.75, 14.95], [28.04, 30.21, 20.54], [29.31, 21.09, 15.45], [31.53, 30.87, 12.62], [29.70, 25.66, 11.98], [18.02, 23.66, 16.17], [31.50, 25.85, 26.25], [26.47, 32.71, 16.76], [17.49, 25.12, 14.88], [32.45, 27.60, 25.96], [17.11, 24.03, 15.69], [24.21, 31.27, 11.98], [31.39, 31.87, 24.07], [31.38, 24.70, 17.70], [19.11, 29.93, 13.75], [28.74, 24.06, 11.12], [24.26, 33.82, 16.47], [26.62, 25.79, 9.89], [20.88, 35.23, 13.48], [31.82, 34.47, 11.71], [28.61, 22.54, 13.31], [26.45, 22.96, 13.92], [29.02, 20.73, 14.55], [25.99, 26.34, 11.77], [22.62, 36.65, 15.12], [22.86, 38.06, 14.06], [35.55, 26.36, 17.17], [30.64, 30.82, 21.85], [29.33, 36.12, 19.89], [32.44, 29.98, 23.40], [25.45, 32.58, 13.25], [31.93, 24.03, 17.03], [28.92, 27.70, 15.97], [31.86, 33.30, 13.48], [32.06, 25.95, 13.32], [22.52, 33.42, 19.75], [28.49, 25.10, 11.33], [32.61, 33.60, 12.75], [29.01, 31.42, 17.83], [21.57, 29.82, 12.55], [28.50, 29.55, 21.27], [29.83, 28.95, 10.11], [33.47, 19.95, 12.74], [32.67, 31.55, 19.49], [25.12, 31.31, 18.95], [30.83, 29.06, 16.44], [22.11, 33.53, 14.33], [34.74, 26.52, 16.46], [30.80, 29.87, 24.61], [26.00, 31.34, 10.44], [34.10, 20.74, 18.48], [28.17, 21.71, 13.86], [24.21, 29.07, 18.72], [26.85, 31.85, 10.89], [21.28, 37.35, 14.10], [26.77, 27.33, 15.09], [25.94, 24.20, 15.98], [19.75, 29.08, 13.53], [32.94, 29.05, 20.89], [23.40, 33.56, 19.12], [28.55, 25.49, 9.27], [33.06, 26.27, 17.75], [19.00, 26.01, 15.98], [16.42, 24.41, 16.45], [31.98, 29.25, 24.06], [29.79, 31.71, 24.70], [26.85, 23.88, 16.47], [30.58, 28.24, 11.62], [32.10, 21.10, 13.73], [22.37, 33.73, 13.29], [33.31, 20.96, 13.11], [28.14, 25.82, 15.03], [31.53, 28.51, 23.40], [24.41, 32.26, 13.10], [33.86, 24.30, 17.60], [32.53, 24.43, 13.25], [28.34, 26.95, 10.12], [33.75, 31.15, 18.57], [30.24, 27.97, 15.53], [22.88, 28.67, 15.73], [32.78, 27.05, 10.20], [19.48, 28.17, 14.66], [23.12, 28.58, 14.67], [35.46, 25.13, 14.70], [33.28, 28.66, 18.80], [35.12, 26.41, 15.09], [17.25, 26.60, 16.29], [24.76, 26.34, 10.67], [30.60, 21.52, 12.61], [35.78, 25.26, 13.67], [24.06, 33.91, 12.06], [27.99, 25.91, 10.10], [24.57, 28.14, 20.81], [26.38, 26.85, 15.98], [28.81, 30.10, 22.56], [30.41, 29.13, 11.02], [25.47, 28.16, 17.95], [32.98, 28.61, 25.02], [33.75, 28.22, 24.36], [25.92, 33.37, 18.31], [29.54, 35.00, 21.32], [27.35, 24.65, 17.05], [29.90, 31.06, 22.62], [26.61, 29.05, 12.85], [31.86, 25.08, 12.69], [25.87, 30.17, 17.63], [25.60, 26.89, 20.32], [32.00, 22.56, 17.57], [26.53, 30.38, 13.87], [25.92, 31.39, 18.34], [34.65, 31.77, 18.55], [21.55, 30.27, 14.18], [32.08, 26.34, 25.47], [20.23, 27.50, 14.77], [17.41, 28.09, 14.65], [30.13, 24.65, 13.87], [26.96, 29.38, 13.83], [28.33, 28.52, 15.94], [28.24, 26.90, 14.96], [32.87, 28.26, 20.14], [30.95, 33.22, 19.95], [25.77, 32.57, 17.58], [34.26, 31.17, 11.18], [27.73, 21.02, 13.14], [32.57, 20.36, 19.00], [30.09, 32.56, 19.82], [25.77, 27.72, 10.65], [31.97, 30.85, 19.29], [30.99, 28.53, 17.38], [23.21, 32.81, 18.00], [31.37, 24.04, 16.10], [25.29, 29.01, 18.61], [25.22, 30.34, 16.78], [29.77, 32.66, 12.48], [23.75, 27.69, 14.61], [30.43, 24.72, 12.83], [29.67, 29.64, 11.63], [31.31, 26.53, 24.72], [32.53, 27.38, 11.82], [28.00, 29.70, 13.84], [26.84, 29.76, 17.32], [32.42, 21.83, 16.87], [30.30, 23.75, 12.33], [32.90, 29.74, 12.47], [33.20, 34.25, 13.41], [32.83, 31.85, 10.45], [32.57, 34.93, 11.08], [32.31, 30.50, 11.95], [18.24, 27.39, 14.51], [33.31, 26.01, 16.72], [32.31, 25.37, 11.34], [31.74, 32.96, 18.06], [34.27, 32.56, 13.04], [24.29, 32.86, 16.97], [26.09, 27.85, 21.67], [31.07, 20.60, 12.95], [33.43, 31.15, 17.53], [21.56, 35.09, 11.83], [34.79, 29.75, 19.78], [33.28, 31.57, 11.40], [19.59, 28.63, 12.55], [27.00, 22.33, 14.62], [23.16, 31.10, 11.72], [26.57, 23.05, 17.13], [32.94, 33.60, 19.11], [33.54, 21.19, 20.09], [32.93, 25.72, 25.17], [28.84, 33.21, 11.07], [29.70, 30.57, 17.81], [23.61, 29.48, 14.30], [29.91, 19.90, 13.75], [27.67, 25.09, 12.05], [30.72, 27.00, 15.65], [24.55, 30.28, 12.30], [30.83, 35.93, 20.82], [26.46, 21.66, 15.29], [32.65, 26.41, 15.96], [32.13, 32.87, 19.07], [31.54, 29.94, 10.84], [31.02, 22.18, 17.87], [24.18, 31.84, 14.08], [30.30, 34.38, 19.46], [25.63, 27.92, 20.69], [33.03, 26.66, 11.18], [29.20, 34.20, 12.53], [33.43, 29.44, 25.56], [33.27, 24.59, 16.83], [33.65, 32.70, 12.26], [34.57, 24.50, 14.77], [31.81, 29.38, 16.10], [21.79, 35.14, 12.89], [34.12, 21.35, 13.73], [26.14, 30.28, 10.63]],
  "de_lowest_kj_mol": 435.3,
  "spin_multiplicity": 2,
  "homo_ev": [0.6, -6.7],
  "charge": -1,
  "max_force_ha_per_bohr": 0.082,
  "lumo_energy_ha": [0.0699, 0.0665],
  "total_energy_ha": -4427.52762
}